Record 1
DFT (the ωB97M-V functional and the def2-TZVPD basis) results for an isolated molecule of C4H6FNS in a non-equilibrium geometry.

Element x y z (Å)
S: 0.33 2.52 0.07
F: -3.39 0.03 0.08
N: 1.34 0.19 -0.06
C: 1.52 -1.20 0.01
C: 0.16 0.89 0.00
C: -1.09 0.16 0.09
C: -2.27 0.68 -0.12
H: 2.60 -1.43 -0.13
H: 1.27 -1.60 1.03
H: 2.10 0.78 -0.13
H: 0.88 -1.72 -0.66
H: -2.48 1.67 -0.45
H: -0.97 -0.96 0.24

Values from the calculation:
Frontier orbital gap = 8.5 eV
SMILES = CNC(=S)/C=C/F
HOMO energy = -0.3100 hartree
Energy relative to the best compared isomer or geometry (same formula, charge and spin) = 24.30 kcal/mol
DFT total energy = -708.78321 a.u.

Atom charges from the natural (NBO) analysis, given in e for atoms 1 to 2: atom 1 (S): -0.18, atom 2 (F): -0.31


Record 2
DFT (the ωB97M-V functional and the def2-TZVPD basis) results for an isolated molecule of C4H6FNS2 in a non-equilibrium geometry.

Element x y z (Å)
S: 0.81 -1.13 -0.26
S: -0.28 1.71 -0.34
F: 4.31 0.79 0.25
N: -2.89 0.32 0.46
C: -0.45 0.09 -0.14
C: 3.28 0.03 -0.25
C: 2.10 -0.11 0.37
C: -1.87 -0.51 -0.10
H: -3.75 -0.15 0.62
H: -3.00 1.21 -0.02
H: -1.77 -1.45 0.43
H: 2.02 0.27 1.41
H: -2.03 -0.81 -1.18
H: 3.52 -0.28 -1.26

Values from the calculation:
Frontier orbital gap = 8.4 eV
SMILES = NCC(=S)S/C=C/F
HOMO energy = -0.3238 hartree
Energy relative to the best compared isomer or geometry (same formula, charge and spin) = 30.83 kcal/mol
DFT total energy = -1106.95224 a.u.

Atom charges from the natural (NBO) analysis, given in e for atoms 1 to 2: atom 1 (S): 0.34, atom 2 (S): 0.03


Record 3
DFT (the ωB97M-V functional and the def2-TZVPD basis) results for an isolated molecule of C4H6IN in a non-equilibrium geometry.

Element x y z (Å)
I: 0.01 -2.36 1.72
N: -0.13 0.44 0.27
C: -0.33 -0.17 1.51
C: 1.54 0.47 -1.53
C: -1.49 0.22 0.69
C: 0.41 0.03 -0.97
H: 2.18 1.12 -1.08
H: 1.90 0.04 -2.62
H: -1.92 1.17 0.74
H: -2.05 -0.47 0.15
H: -0.19 -0.77 -1.36
H: 0.07 0.27 2.48

Values from the calculation:
Frontier orbital gap = 9.3 eV
SMILES = C=CN1C[C@H]1I
HOMO energy = -0.3299 hartree
Energy relative to the best compared isomer or geometry (same formula, charge and spin) = 50.65 kcal/mol
DFT total energy = -508.35198 a.u.

Atom charges from the natural (NBO) analysis, given in e for atoms 1 to 2: atom 1 (I): -0.02, atom 2 (N): -0.44